ORCA calculation (the ωB97M-V functional and the def2-TZVPD basis) on a structure of composition C36H45N7PS5W at a distorted geometry.

## Properties
Kohn-Sham gap (spin up / spin down) in eV: 6.098 / 6.120
Charge: +1
Relative energy (zero: lowest compared OMol25 entry of this formula, charge and spin) in kcal per mole: 34.1
Spin multiplicity: 3
⟨S²⟩: 2.022

Geometry as XYZ:
```
95
Properties=species:S:1:pos:R:3:forces:R:3
W -1.015617 -0.782468 -0.033378 0.0288 -1.1974 0.1062
S 0.784629 -2.272617 -0.800091 -0.2905 0.0846 0.0562
C 0.788750 -2.380473 -2.532481 0.0876 0.0746 -0.0649
C 1.796576 -3.106923 -3.182969 0.0534 0.0006 -0.0005
C 1.819413 -3.199021 -4.563078 0.0337 -0.0071 0.0336
C 0.848905 -2.566167 -5.341409 -0.0153 0.0097 -0.0106
C -0.160723 -1.858118 -4.715448 -0.0175 0.0943 0.1040
C -0.172224 -1.763083 -3.322982 -0.0258 -0.0050 -0.1843
S -1.513239 -0.959362 -2.511534 0.1188 0.0858 0.1314
C -1.176908 0.805406 -2.778537 -0.0417 -0.1028 0.0770
C -2.219883 1.460983 -1.930207 -0.1095 -0.2281 0.1487
C -2.891061 2.527219 -2.415751 -0.1066 0.2675 -0.0539
C -3.926344 3.107341 -1.610355 0.0223 0.0297 -0.0171
C -4.273962 2.498730 -0.465270 0.0841 0.0558 0.0279
C -3.607074 1.287427 0.009135 0.0731 -0.1357 -0.1512
C -4.079590 0.677747 1.116159 0.0500 0.0198 0.0500
S -1.309946 -0.944111 2.468069 -0.2173 -0.0408 -0.1502
C -2.645606 -2.077285 2.700818 -0.0653 0.0822 0.1794
C -3.034249 -2.338218 4.016458 0.0132 0.0474 -0.0846
C -4.026148 -3.266926 4.267782 0.0250 0.0092 0.0345
C -4.627618 -3.921638 3.193430 0.0244 0.0159 -0.0144
C -4.246531 -3.651085 1.891359 -0.0370 -0.0614 -0.0235
C -3.240006 -2.720131 1.615011 -0.0846 0.0568 0.0165
S -2.789460 -2.451458 -0.055685 -0.0576 0.2024 0.0022
N -2.446538 0.861897 -0.699871 -0.1262 0.1996 0.0123
H 2.554563 -3.597121 -2.583106 -0.0267 0.0070 -0.0518
H 2.595548 -3.780257 -5.046475 -0.0031 0.0299 0.0355
H 0.867680 -2.652661 -6.420167 -0.0057 0.0037 0.0302
H -0.942897 -1.373240 -5.290534 0.0325 -0.0791 0.0035
H -1.292970 1.070176 -3.826705 -0.0256 -0.0103 -0.0171
H -0.150982 0.984275 -2.452269 0.0789 0.0532 -0.0329
H -2.653743 2.919299 -3.396545 -0.0432 -0.0618 0.0585
H -4.444866 3.997341 -1.948519 -0.0068 -0.0659 0.0116
H -5.099454 2.861303 0.136410 0.0506 -0.0011 -0.0229
H -3.676080 -0.242623 1.496751 -0.0361 -0.0203 -0.0338
H -4.957197 1.077717 1.610204 0.0672 -0.0141 -0.0821
H -2.543060 -1.812158 4.829410 -0.0172 -0.0788 -0.0437
H -4.321376 -3.489715 5.286094 -0.0033 0.0271 -0.0800
H -5.402711 -4.654967 3.381292 0.0200 0.0322 -0.0358
H -4.718195 -4.164109 1.060503 0.0130 0.0134 0.0747
C -0.835525 4.608820 1.073916 0.1341 -0.0771 -0.1390
N -0.886280 3.641591 2.255574 0.0824 -0.0033 -0.0836
C 0.439262 3.710381 3.003168 0.1351 -0.0712 -0.0895
N 1.512416 3.414366 2.122528 0.0602 0.0572 -0.0666
C 1.527320 4.372571 1.017482 -0.1575 -0.1936 0.0256
N 0.285736 4.319651 0.250915 0.0490 0.0430 0.0043
C 0.154066 3.077605 -0.511424 -0.1050 -0.1123 -0.0068
P 0.098385 1.548337 0.570146 0.0255 0.9975 0.6448
C -1.149465 2.241016 1.798326 0.0799 -0.2565 -0.1577
C 1.554254 2.018584 1.663233 0.0127 -0.0745 -0.2273
H -0.762663 5.610122 1.494333 0.0198 0.0603 0.0622
H -1.767726 4.495629 0.522905 -0.0732 -0.0499 -0.0004
H -1.642089 3.926423 2.877779 -0.0580 -0.0214 0.0351
H 0.390264 2.998775 3.824388 -0.0591 -0.0604 0.0239
H 0.532659 4.722063 3.393602 -0.0176 0.0818 0.0120
H 2.363675 4.148531 0.358583 0.0046 -0.0229 -0.0147
H 1.652263 5.376361 1.423686 0.0099 0.0453 0.0273
H 1.015489 2.972316 -1.164034 0.0548 -0.0190 -0.0744
H -0.742068 3.124484 -1.130323 -0.0336 0.0061 0.0364
H -1.150988 1.610394 2.681157 0.0340 0.0018 0.1493
H -2.146248 2.198292 1.377266 -0.1626 0.0452 -0.0175
H 2.471627 1.864368 1.099315 0.0668 -0.0351 -0.0026
H 1.576728 1.354586 2.524689 0.0091 -0.0596 0.0948
C -0.850041 -4.536036 2.220572 0.1103 0.0052 0.1394
C 0.407453 -3.861149 2.712008 -0.0992 -0.0803 -0.0399
C 1.240488 -4.563586 3.578869 -0.0014 -0.0277 -0.0210
C 2.497374 -4.089150 3.913162 -0.0251 -0.0184 -0.0313
C 2.970207 -2.950471 3.284555 0.0351 -0.0103 0.0374
C 2.154443 -2.202426 2.442585 -0.1256 0.0917 -0.0712
C 2.773577 -1.052740 1.697636 0.1114 -0.0630 0.2105
C 0.820367 -2.601652 2.250382 -0.0413 0.0428 0.0360
N -0.140873 -1.725769 1.616869 0.2394 0.1997 -0.0885
H -0.608813 -5.569555 1.968706 0.0011 -0.0105 0.0174
H -1.229478 -4.054497 1.323417 0.0835 -0.0750 0.0224
H -1.639695 -4.559008 2.975628 0.0527 0.0039 -0.0381
H 0.895596 -5.516949 3.967490 0.0299 0.0671 -0.0147
H 3.119083 -4.625445 4.620229 -0.0030 -0.0233 -0.0992
H 3.997976 -2.631954 3.437577 -0.1118 0.0123 0.0140
H 3.503383 -1.441050 0.983289 -0.0458 0.0406 -0.0091
H 3.306277 -0.376434 2.371142 -0.0431 0.0014 -0.0107
H 2.038899 -0.508290 1.124660 -0.1311 0.1458 -0.1342
C 3.421156 0.491370 -5.418543 -0.0473 -0.0483 0.0967
N 2.817398 0.302275 -4.112164 -0.0269 -0.0920 -0.1304
C 3.115085 1.004432 -3.010252 -0.0039 0.2047 0.0419
S 2.264174 0.682311 -1.569872 0.6172 0.0790 -0.3424
N 4.082913 1.929157 -3.149565 -0.0471 0.0171 0.2177
C 4.577154 2.803706 -2.097425 -0.1175 -0.0332 -0.1112
H 2.947559 -0.198867 -6.110154 0.0054 -0.0115 -0.0107
H 4.494307 0.282670 -5.412421 0.0099 -0.0229 0.0125
H 3.254283 1.506429 -5.787073 -0.0039 -0.0013 -0.0007
H 2.184119 -0.471918 -3.976751 -0.0488 0.0392 -0.0020
H 4.529099 2.006886 -4.048198 0.0171 -0.0036 0.0155
H 4.192068 3.819868 -2.213138 -0.0064 -0.0404 -0.0040
H 4.258720 2.406470 -1.139118 -0.0051 -0.0446 0.0415
H 5.664849 2.835179 -2.126828 -0.0037 -0.0181 -0.0180
```
Positions in Å, forces in eV/Å.

Results of the Mulliken charge analysis, in e, for atoms 1 through 4: W 1.451; S -0.379; C 0.791; C -0.794

---

ORCA calculation (the ωB97M-V functional and the def2-TZVPD basis) on a cluster of 2 separate species, C19H36IN3O4S in total.

## Properties
Kohn-Sham gap in eV: 8.715
SMILES: N#C[C@@H](CCCS)[C@@](C#N)(CCCI)C[C@@H](O)CN.COCCOCCOC
Charge: 0
Spin multiplicity: 1

Geometry as XYZ:
```
64
Properties=species:S:1:pos:R:3:forces:R:3
N -1.637131 1.807283 -0.197643 -0.0233 0.0501 0.1555
C -0.778642 1.754956 -0.956059 -0.1142 -0.1658 -0.0757
C 0.265584 1.732586 -1.979017 0.5069 0.0737 0.1372
C 0.982948 3.096228 -1.958645 -0.1250 -0.0299 -0.4580
C 1.685299 3.384004 -3.293503 -0.1591 0.3173 0.0004
C 2.926799 4.277150 -3.203814 0.0155 -0.2914 -0.0124
S 2.708025 5.745254 -2.154658 -0.0842 0.1975 0.0173
C 1.213239 0.456559 -1.889987 -0.1123 0.0181 -0.0845
C 0.678442 -0.480309 -0.890906 -0.2575 -0.1021 0.1462
N 0.263269 -1.210082 -0.107461 0.0962 0.0099 -0.2102
C 1.249761 -0.266892 -3.268461 0.2859 0.1743 0.0239
C 1.519514 -1.768300 -3.198197 -0.0794 0.0714 -0.5000
C 2.161740 -2.307572 -4.470201 0.1077 -0.1750 0.4700
I 0.780165 -2.422142 -6.086394 0.0416 0.1152 -0.1205
C 2.667241 0.776573 -1.471359 0.0445 -0.1271 0.2395
C 2.912680 1.067643 0.021173 0.2966 0.1677 -0.1769
O 3.369373 -0.094785 0.703032 -0.1219 0.0200 0.0289
C 3.917610 2.206801 0.224872 -0.1464 -0.0458 0.3902
N 4.076179 2.637854 1.607550 0.0111 -0.0536 -0.0999
H -0.244970 1.664598 -2.939784 -0.1591 -0.0189 0.0147
H 0.217742 3.853902 -1.803740 0.0316 0.0742 0.1011
H 1.656419 3.185565 -1.114645 0.1111 -0.1079 0.1473
H 0.962966 3.871151 -3.952221 -0.0516 -0.0472 -0.0350
H 1.952216 2.452897 -3.796010 0.1411 -0.0116 -0.0308
H 3.779146 3.697268 -2.853009 0.0594 0.1102 0.1530
H 3.191999 4.648241 -4.190103 0.0004 -0.0807 -0.1070
H 3.591700 5.449659 -1.197941 0.0432 -0.1018 0.0338
H 2.055326 0.198624 -3.844313 -0.0110 0.0937 -0.0292
H 0.333573 -0.069346 -3.821892 -0.1018 -0.1366 0.0192
H 2.191490 -2.012323 -2.374095 -0.0105 0.0300 0.1381
H 0.577283 -2.290742 -3.044219 0.0393 -0.1154 0.3143
H 3.016239 -1.707585 -4.771087 -0.0638 0.0850 -0.2063
H 2.511308 -3.322843 -4.307180 -0.0761 -0.0572 -0.1051
H 3.254566 -0.109845 -1.719662 0.0621 -0.0299 -0.0270
H 3.065580 1.579561 -2.088597 -0.1014 0.0798 -0.0869
H 1.987400 1.350238 0.524832 -0.1604 -0.0844 0.0165
H 4.213639 -0.353067 0.312706 -0.0413 -0.0100 0.0567
H 4.893356 1.872970 -0.138431 0.0707 0.0382 -0.1627
H 3.618757 3.077346 -0.357945 0.0442 0.0452 -0.1554
H 4.255695 1.836960 2.201698 0.0124 -0.0289 -0.0023
H 3.218878 3.061377 1.942355 -0.0047 0.0191 0.0161
C -1.119422 -0.449220 2.926525 -0.0561 0.0816 0.1272
O -2.489811 -0.689541 3.176505 0.0316 -0.2960 -0.0215
C -3.291147 -0.662571 2.007842 0.0124 0.1511 0.0657
C -4.385421 -1.703716 2.055575 -0.1087 0.0510 -0.0050
O -3.942547 -3.041103 1.890392 -0.0622 -0.0727 -0.0759
C -3.299826 -3.685968 2.973510 0.1464 -0.0194 -0.0071
C -4.221617 -4.139597 4.083178 0.0146 -0.0014 0.1593
O -4.681383 -3.054048 4.868522 -0.0764 0.1515 -0.2595
C -5.991841 -3.213625 5.356546 0.0793 -0.0160 0.0836
H -0.939309 0.611834 2.716428 0.0501 -0.0201 -0.0725
H -0.569690 -0.729095 3.825641 -0.0442 0.0518 0.0262
H -0.753552 -1.049106 2.091040 -0.0088 0.0399 0.0015
H -2.678450 -0.822726 1.114901 0.0354 -0.0257 0.0078
H -3.760595 0.326046 1.921339 0.0026 0.0030 -0.1169
H -5.030538 -1.522780 1.191931 -0.0192 0.0145 0.0167
H -4.997060 -1.591149 2.953471 0.1291 -0.0079 0.0970
H -2.476936 -3.087456 3.369335 -0.0970 0.0914 0.0745
H -2.871841 -4.591397 2.535488 0.0378 0.0049 0.0183
H -3.664499 -4.832521 4.728522 -0.0365 -0.1030 -0.0525
H -5.067289 -4.680583 3.643700 -0.0318 0.0122 -0.0102
H -6.680966 -3.517248 4.560474 -0.0004 -0.0182 0.0056
H -6.315085 -2.249488 5.746140 0.0274 -0.0082 0.0343
H -6.033576 -3.952357 6.165959 -0.0423 -0.0338 -0.0306
```
Positions in Å, forces in eV/Å.

Results of the Mulliken charge analysis, in e, for atoms 1 through 4: N -0.507; C -0.123; C 0.509; C -1.092

---

ORCA calculation (the ωB97M-V functional and the def2-TZVPD basis) on a cluster of 2 separate species, C31H68O3P in total at a distorted geometry.

## Properties
Kohn-Sham gap in eV: 5.469
Charge: -1
Spin multiplicity: 1

Geometry as XYZ:
```
103
Properties=species:S:1:pos:R:3:forces:R:3
C 7.475363 2.478648 -1.338955 1.0349 0.1296 -0.4486
C 8.541360 3.342859 -0.563566 -0.9006 0.7809 -0.1057
C 8.426724 3.297556 1.004308 0.5224 -0.5769 0.1203
C 7.954783 1.922281 1.596178 0.9604 0.3129 0.7686
C 9.176916 0.923805 1.684519 -0.7352 -0.1343 1.1041
C 8.743260 -0.572146 1.933256 0.8447 0.0178 -1.0160
C 7.714516 -1.112943 0.877445 0.0629 -0.0466 0.9141
C 7.569010 -2.681031 0.975122 -0.3744 0.4235 -0.1118
C 6.043896 -3.072273 0.982957 0.3365 -0.1714 -0.6527
C 5.504206 -3.043651 -0.506470 -0.1834 -0.9947 1.2944
C 4.147203 -3.827779 -0.686704 -0.2161 0.6464 -0.6013
C 3.192573 -3.010402 -1.647998 0.3554 -0.6864 -0.2205
C 2.396318 -3.923629 -2.659646 -0.3045 0.1046 0.5037
C 1.102038 -4.507397 -1.981621 -0.2316 1.1285 -0.3449
C -0.175477 -3.613628 -2.268171 -0.2870 -1.2947 0.8949
C -1.101851 -3.627555 -0.982624 -0.2769 -0.8866 -1.2227
P -0.966737 -1.978026 0.030804 0.4647 -0.3426 0.0768
C -0.860422 -2.885611 1.716921 -0.4607 -0.3975 0.9589
C -2.040971 -3.857482 2.101233 0.4752 -0.0491 1.2398
C -3.009347 -3.270888 3.215416 0.4481 -1.2718 -0.2304
C -2.234763 -3.079401 4.591127 -1.1007 0.3002 -0.6223
C -2.867058 -1.713723 0.122250 -0.7184 1.3005 -0.8260
C -3.343637 -0.702450 -1.019004 -0.5568 -0.7058 0.8043
C -3.076129 0.794162 -0.615940 -0.3450 -0.1956 -1.0237
C -4.300860 1.746977 -0.922400 0.4633 -0.0001 1.2387
C -5.620654 1.277688 -0.187815 0.3147 -0.2443 -1.2357
C -6.668039 2.438126 -0.072901 1.3111 -1.1677 -0.6088
O -6.217471 3.400740 0.880949 -1.3078 -0.0687 0.2109
C -6.519151 2.992697 2.216179 0.3819 0.1159 0.2964
H 6.536510 2.295147 -0.777741 0.6207 0.2163 -0.4088
H 7.254078 2.993423 -2.308329 -0.0299 -0.5168 0.7993
H 7.963006 1.507424 -1.604670 -0.7245 0.5436 0.2957
H 9.565704 3.098031 -0.938259 -0.7777 -0.0074 0.4962
H 8.373686 4.412035 -0.865254 0.2572 -0.8292 0.2705
H 7.802465 4.119349 1.431835 0.2638 -0.5700 -0.6928
H 9.461787 3.474075 1.406113 -0.8725 -0.0441 -0.1765
H 7.061470 1.484365 1.105123 0.7202 0.3663 0.0870
H 7.660138 2.122134 2.661406 0.0321 -0.2377 -0.8764
H 9.742985 1.230734 2.605236 -0.2343 -0.1289 -0.8627
H 9.894025 1.036631 0.836685 -0.7536 -0.2601 0.3269
H 9.678266 -1.185309 1.811004 -0.7271 0.3884 0.1983
H 8.413728 -0.749078 2.989156 -0.0202 0.2976 -0.9031
H 6.702728 -0.683208 1.098946 0.8679 -0.1884 -0.3273
H 8.023472 -0.760865 -0.139403 -0.2655 -0.3681 0.7496
H 8.063433 -3.137602 0.081704 -0.4010 0.1732 0.6939
H 8.116869 -3.078985 1.868527 -0.5464 0.4566 -0.5674
H 5.437256 -2.337778 1.575393 0.6131 -0.6310 -0.2994
H 5.895769 -4.078003 1.456005 0.0951 0.7230 -0.5587
H 6.270530 -3.564641 -1.136578 -0.5530 0.7787 0.2731
H 5.381698 -1.975075 -0.794812 0.1954 -0.7846 -0.0382
H 3.612548 -4.017838 0.274865 0.5678 0.2309 -0.5511
H 4.356582 -4.825473 -1.142422 -0.0969 0.6573 0.3655
H 3.828408 -2.299326 -2.235736 -0.5122 -0.5079 0.4226
H 2.500382 -2.413024 -1.000536 0.3344 -0.4093 -0.7965
H 3.006731 -4.780662 -3.034197 0.0041 0.7604 0.2931
H 2.144439 -3.284976 -3.543455 -0.0531 -0.6512 0.5745
H 1.256410 -4.502343 -0.871872 -0.0381 -0.1981 -0.8984
H 0.844814 -5.542591 -2.317319 0.4817 0.6729 0.3236
H -0.737875 -4.122677 -3.093146 0.4732 0.5993 0.3619
H 0.065209 -2.578976 -2.605169 -0.0069 -0.5666 0.4615
H -2.145434 -3.827576 -1.356767 0.6799 0.3432 0.4967
H -0.839254 -4.535398 -0.368392 -0.1578 0.7673 -0.4641
H -0.928042 -1.279258 -1.244010 0.0038 0.2427 -0.3129
H -0.742263 -0.708143 0.734690 -0.1677 0.3765 0.0227
H 0.504373 -2.105032 -0.075486 0.2726 -0.0500 -0.1064
H 0.129577 -3.418908 1.755994 -0.8712 0.3014 -0.2010
H -0.801080 -2.107286 2.529741 -0.0280 -0.5068 -0.7456
H -2.627297 -4.264855 1.251329 0.4378 0.5181 0.3105
H -1.571775 -4.754356 2.602293 -0.5278 0.5530 -0.4807
H -3.527292 -2.343776 2.890478 0.5188 -0.4724 0.2006
H -3.813892 -4.047864 3.339943 0.5707 0.6996 0.0768
H -1.286032 -3.660096 4.618720 -0.6211 0.5021 -0.0860
H -2.902329 -3.437567 5.416703 0.6701 0.4484 -0.4694
H -2.046234 -1.984015 4.706183 0.1559 -0.9674 0.2449
H -3.490425 -2.624741 -0.018444 0.4636 0.4536 0.5466
H -3.075004 -1.169750 1.083530 -0.0828 -0.7949 -0.5705
H -4.445065 -0.908982 -1.136103 0.8229 0.5080 0.0373
H -2.901154 -0.972392 -2.014122 -0.0819 0.3335 0.8762
H -2.184654 1.132985 -1.204006 -0.6369 -0.0687 0.6709
H -2.815197 0.849991 0.468504 -0.2195 -0.0032 -0.8121
H -4.451930 1.866295 -2.020748 -0.0634 -0.1663 0.7175
H -4.037007 2.750608 -0.495374 -0.2276 -0.6323 -0.5084
H -5.352539 0.804354 0.788418 -0.3070 0.5825 -0.5363
H -6.049215 0.445430 -0.808694 0.0961 0.7173 0.6161
H -6.696004 2.941550 -1.072326 -0.1887 -0.2542 0.8287
H -7.657782 1.980238 0.163549 0.4146 0.7249 0.0272
H -6.762619 3.884906 2.845819 0.3453 -0.5596 -0.6074
H -7.410417 2.323590 2.244872 0.6628 0.2721 -0.0007
H -5.611578 2.486663 2.629024 -0.8780 0.1866 -0.0135
O -10.461284 3.629161 -1.883701 -0.0431 0.1959 -0.2501
C -9.971654 4.726075 -1.849384 0.2050 -0.3577 0.4187
O -9.908019 5.460031 -2.973541 -0.3671 0.0874 -0.4732
C -9.520967 6.837028 -3.004014 0.2658 0.0765 0.0121
C -8.014688 6.981407 -3.078326 0.1270 -0.1080 0.1056
C -9.346691 5.258520 -0.589175 -0.2677 0.4019 0.3200
H -9.953439 7.383573 -2.163723 0.0527 -0.0747 0.0491
H -9.968494 7.253925 -3.906965 -0.0922 -0.2037 0.0087
H -7.527372 6.561291 -2.197196 -0.0339 0.0912 0.0194
H -7.732781 8.032358 -3.161018 -0.0156 -0.0180 -0.0091
H -7.624777 6.442742 -3.943509 -0.0761 0.0720 -0.0212
H -8.322528 4.889129 -0.513357 -0.0246 0.0160 0.0384
H -9.921993 4.893104 0.260065 0.1235 -0.2158 -0.0848
H -9.350600 6.344602 -0.519423 0.2000 -0.0096 -0.0819
```
Positions in Å, forces in eV/Å.

Results of the Mulliken charge analysis, in e, for atoms 1 through 4: C -0.913; C -0.451; C -0.831; C -0.276